C4H9N2O | the ωB97M-V functional and the def2-TZVPD basis

XYZ file:
```
16
Properties=species:S:1:pos:R:3
C 0.4575 -1.9597 0.1836
C -2.2914 0.1353 0.1248
C 0.7960 1.2209 -0.9951
C 1.3211 0.2855 0.0923
N -2.0724 0.6023 1.2065
N 0.3371 -0.7222 0.4016
O -2.2496 -0.4098 -0.8878
H 1.3519 -2.3530 -0.2867
H -0.3251 -2.6556 0.4547
H 0.5514 0.6638 -1.8950
H -0.0818 1.7650 -0.6619
H 1.5686 1.9449 -1.2400
H 1.5002 0.8636 1.0040
H 2.2530 -0.1839 -0.2269
H -0.4818 -0.3415 0.9008
H -2.6345 1.1443 1.8248
```

For the energy above the lowest of the compared OMol25 structures with the same formula, charge and spin, the calculation gives 36.6 kcal/mol. The highest occupied orbital energy is -15.665 eV. The net charge is +1. Its HOMO-LUMO gap is 10.906 eV. The electronic energy is -9314.427 eV. For the largest force on an atom, the calculation gives 1.30 eV/Å. Its spin multiplicity is 1. For the lowest unoccupied orbital energy, the calculation gives -4.759 eV.